Formula: C4H16ClO4
Source: the Open Molecules 2025 dataset
Level of theory: wB97M-V/def2-TZVPD

Calculated values
E_HOMO (eV): -5.55
Total charge: -1
Frontier orbital gap (eV): 9.011
Relative energy (zero: lowest compared OMol25 entry of this formula, charge and spin) (kcal per mole): 5.32

Each line ends with the natural charge from an NBO analysis.
Element x y z (Å)
Cl: -1.486 1.285 0.890  -0.924
C: 1.972 2.106 1.016  -0.242
O: 1.283 2.506 -0.159  -0.769
H: 1.775 1.054 1.252  0.157
H: 3.040 2.254 0.863  0.158
H: 1.651 2.691 1.884  0.161
H: 0.338 2.383 0.041  0.505
C: -2.513 0.507 -3.090  -0.242
O: -3.118 1.077 -1.955  -0.752
H: -2.774 -0.547 -3.243  0.147
H: -2.810 1.066 -3.984  0.150
H: -1.420 0.589 -3.047  0.165
H: -2.497 0.981 -1.214  0.509
C: 2.247 -1.257 -0.774  -0.241
O: 0.856 -1.232 -0.556  -0.735
H: 2.540 -2.212 -1.214  0.165
H: 2.555 -0.518 -1.532  0.158
H: 2.820 -1.075 0.140  0.153
H: 0.591 -0.367 -0.216  0.494
C: -0.667 -2.039 2.745  -0.239
O: -1.645 -1.960 1.743  -0.749
H: 0.342 -1.994 2.319  0.157
H: -0.751 -1.229 3.487  0.154
H: -0.804 -2.960 3.313  0.154
H: -1.522 -1.111 1.290  0.504

=====

Formula: C4H16ClO8
Source: the Open Molecules 2025 dataset
Level of theory: wB97M-V/def2-TZVPD

Calculated values
E_HOMO (eV): -5.41
Total charge: -1
Frontier orbital gap (eV): 8.087
Relative energy (zero: lowest compared OMol25 entry of this formula, charge and spin) (kcal per mole): 35.02

Each line ends with the natural charge from an NBO analysis.
Element x y z (Å)
Cl: -7.618 -11.880 13.232  2.558
O: -8.755 -11.037 13.221  -0.903
O: -7.896 -13.105 13.960  -0.878
O: -7.394 -12.096 11.802  -0.895
O: -6.522 -11.218 13.857  -0.882
C: -0.050 -10.869 13.091  -0.245
O: -0.873 -10.512 12.032  -0.715
H: -0.491 -10.746 14.080  0.168
H: 0.380 -11.864 12.977  0.153
H: 0.777 -10.168 12.986  0.165
H: -1.766 -10.721 12.313  0.474
C: -14.789 -14.102 16.435  -0.251
O: -13.405 -14.189 16.588  -0.726
H: -14.894 -13.022 16.329  0.176
H: -15.214 -14.585 15.555  0.159
H: -15.257 -14.591 17.289  0.167
H: -12.995 -14.532 15.790  0.474
C: -7.332 -4.373 15.542  -0.263
O: -6.807 -5.541 16.225  -0.726
H: -7.942 -3.750 16.195  0.169
H: -6.557 -3.745 15.103  0.169
H: -8.142 -4.725 14.903  0.176
H: -6.878 -6.255 15.587  0.475
C: -8.385 -18.290 10.211  -0.243
O: -9.336 -19.310 10.169  -0.726
H: -7.462 -18.621 9.734  0.149
H: -8.743 -17.417 9.665  0.165
H: -8.128 -17.972 11.221  0.192
H: -9.691 -19.401 9.282  0.463

=====

Formula: C4H16IN8O4
Source: the Open Molecules 2025 dataset
Level of theory: wB97M-V/def2-TZVPD

Calculated values
E_HOMO (eV): -5.68
Total charge: -1
Frontier orbital gap (eV): 8.278
Relative energy (zero: lowest compared OMol25 entry of this formula, charge and spin) (kcal per mole): 11.63

Each line ends with the natural charge from an NBO analysis.
Element x y z (Å)
I: -0.245 -0.228 -0.281  -0.907
C: 0.312 2.712 3.155  0.774
O: 0.548 3.668 3.897  -0.696
N: 0.315 2.820 1.797  -0.857
N: 0.183 1.429 3.588  -0.856
H: 0.394 3.729 1.380  0.393
H: 0.036 2.046 1.211  0.411
H: 0.282 1.204 4.566  0.403
H: -0.075 0.601 3.079  0.404
C: 1.769 -1.325 3.461  0.772
O: 1.903 -1.115 4.670  -0.696
N: 0.667 -1.936 2.950  -0.861
N: 2.673 -0.922 2.525  -0.853
H: -0.102 -2.203 3.536  0.394
H: 0.447 -1.945 1.967  0.414
H: 3.572 -0.670 2.886  0.402
H: 2.403 -0.833 1.560  0.416
C: -2.447 2.936 -2.233  0.774
O: -3.291 3.730 -2.650  -0.690
N: -1.165 3.274 -1.959  -0.851
N: -2.750 1.628 -1.988  -0.868
H: -0.788 4.062 -2.452  0.393
H: -0.519 2.566 -1.642  0.406
H: -2.133 0.898 -1.646  0.417
H: -3.574 1.250 -2.421  0.386
C: 0.693 -3.266 -3.518  0.770
O: 1.825 -2.975 -3.144  -0.656
N: -0.414 -2.673 -2.974  -0.867
N: 0.405 -4.190 -4.493  -0.860
H: -0.192 -1.963 -2.276  0.440
H: -1.359 -2.954 -3.118  0.381
H: 1.103 -4.690 -5.009  0.395
H: -0.475 -4.665 -4.424  0.372

=====

Formula: C4H16LiO4
Source: the Open Molecules 2025 dataset
Level of theory: wB97M-V/def2-TZVPD

Calculated values
E_HOMO (eV): -14.58
Total charge: +1
Frontier orbital gap (eV): 11.691
Relative energy (zero: lowest compared OMol25 entry of this formula, charge and spin) (kcal per mole): 16.62

Each line ends with the natural charge from an NBO analysis.
Element x y z (Å)
Li: -0.072 0.476 -0.079  0.899
C: 2.813 0.579 0.357  -0.278
O: 1.559 1.330 0.651  -0.753
H: 3.737 1.063 0.689  0.215
H: 2.963 0.484 -0.712  0.180
H: 2.716 -0.535 0.688  0.191
H: 1.682 2.127 0.318  0.472
C: 1.258 -2.157 -1.314  -0.265
O: 0.201 -1.171 -1.340  -0.753
H: 0.730 -3.110 -1.516  0.199
H: 1.848 -2.242 -0.444  0.199
H: 1.891 -1.869 -2.329  0.192
H: -0.285 -1.285 -1.983  0.459
C: -1.823 2.791 -0.548  -0.262
O: -1.621 1.731 0.435  -0.805
H: -2.372 3.591 0.102  0.215
H: -2.445 2.399 -1.375  0.192
H: -0.749 3.043 -0.938  0.182
H: -2.291 1.684 1.111  0.504
C: -1.926 -1.470 1.327  -0.299
O: -0.629 -0.771 1.627  -0.714
H: -2.922 -1.406 1.826  0.211
H: -1.990 -2.563 1.304  0.202
H: -2.195 -1.323 0.436  0.160
H: -0.078 -1.396 1.710  0.458

=====

Formula: C4H16N2O2
Source: the Open Molecules 2025 dataset
Level of theory: wB97M-V/def2-TZVPD

Calculated values
E_HOMO (eV): -9.14
Total charge: 0
Structure (SMILES): C[C@@H](N)CCN.O.O
Frontier orbital gap (eV): 9.953
Relative energy (zero: lowest compared OMol25 entry of this formula, charge and spin) (kcal per mole): 47.67

Each line ends with the natural charge from an NBO analysis.
Element x y z (Å)
C: 1.164 -0.043 -1.433  -0.607
C: -0.103 -0.724 -0.850  -0.048
N: 0.316 -1.826 0.143  -0.872
C: -0.947 0.396 -0.201  -0.427
C: -2.456 0.469 -0.664  -0.214
N: -2.806 1.909 -0.483  -0.837
H: 0.872 0.738 -2.148  0.194
H: 1.756 0.470 -0.711  0.203
H: 1.752 -0.615 -2.096  0.206
H: -0.607 -1.179 -1.777  0.169
H: 0.460 -2.817 -0.249  0.373
H: -0.460 -1.770 0.833  0.366
H: -0.449 1.427 -0.249  0.223
H: -0.857 0.271 0.859  0.209
H: -2.393 0.247 -1.694  0.166
H: -3.197 -0.204 -0.193  0.202
H: -3.718 2.180 -0.659  0.351
H: -2.387 2.474 -1.274  0.343
O: 5.502 2.440 1.007  -0.979
H: 6.013 3.261 0.989  0.492
H: 4.629 2.363 0.694  0.487
O: -0.988 -3.293 3.302  -0.970
H: -0.888 -2.404 3.760  0.489
H: -0.210 -3.769 3.095  0.482

=====

Formula: C4H16N3O2
Source: the Open Molecules 2025 dataset
Level of theory: wB97M-V/def2-TZVPD

Calculated values
E_HOMO (eV): -11.70
Total charge: +1
Frontier orbital gap (eV): 8.865
Relative energy (zero: lowest compared OMol25 entry of this formula, charge and spin) (kcal per mole): 21.50

Each line ends with the natural charge from an NBO analysis.
Element x y z (Å)
C: -3.196 -0.112 0.383  -0.213
C: -1.835 0.639 0.331  -0.455
C: -0.653 -0.278 0.286  -0.035
C: -0.164 -0.861 1.388  0.055
N: 1.018 -1.475 1.616  -0.787
N: -0.002 -0.544 -1.007  -0.701
N: -4.163 0.327 -0.599  -0.848
H: -3.535 -0.146 1.427  0.182
H: -2.967 -1.151 0.143  0.186
H: -1.712 1.407 1.094  0.236
H: -1.875 1.267 -0.570  0.228
H: -0.798 -0.819 2.265  0.224
H: 1.655 -1.711 0.872  0.392
H: 1.275 -1.892 2.492  0.415
H: -0.489 -0.079 -1.772  0.444
H: 0.079 -1.540 -1.225  0.425
H: 1.001 -0.273 -1.075  0.472
H: -4.753 -0.438 -0.888  0.374
H: -4.748 1.099 -0.314  0.371
H: 4.668 2.583 -0.303  0.493
H: 5.279 1.643 -1.351  0.494
O: 4.449 1.894 -0.935  -0.969
H: 3.006 0.832 -0.587  0.523
H: 3.638 -0.540 -0.900  0.499
O: 2.789 -0.107 -0.755  -1.006